The following is a DFT calculation (ωB97M-V/def2-TZVPD) of C93H208N11O21 as an isolated structure in a non-equilibrium geometry.

The calculation puts the calculated total energy at -159152.416 eV. Its net charge is +5.

The geometry in XYZ format:
```
333
Properties=species:S:1:pos:R:3:forces:R:3
O 3.271 -1.162 0.094 0.606 1.229 -1.741
O -5.366 -4.461 -0.390 -0.314 -0.169 -0.060
O 2.667 -3.066 1.047 -0.701 -1.771 0.136
O -1.511 2.485 2.729 1.754 -0.566 0.910
O -5.938 -3.154 1.325 -0.654 -0.274 0.811
O 2.757 5.089 -1.637 -0.641 0.947 4.184
O -4.694 4.692 -4.569 -2.095 0.911 0.579
O 2.418 -1.131 2.069 -0.470 0.797 1.440
O -2.103 2.189 4.880 1.361 -0.844 1.564
O -3.466 4.077 -2.779 0.273 -0.546 -0.239
O 6.754 0.350 2.889 0.275 -1.290 0.847
O 3.146 5.293 -3.738 0.340 3.509 -4.527
O 3.336 3.416 -2.911 1.061 -4.921 1.425
O -5.651 8.367 3.490 -0.049 1.109 -1.675
O -2.836 -2.205 -2.076 1.132 1.652 -0.336
O -3.259 3.478 3.567 -1.072 1.345 0.620
O -4.213 -2.618 0.055 0.270 -0.044 0.046
O -1.047 -1.618 6.363 -0.893 0.008 0.020
O -2.231 -3.065 -4.030 0.154 0.800 0.382
O -3.436 -4.276 -2.635 -0.474 -0.296 1.168
O -2.967 3.599 -4.947 2.341 -1.757 -0.018
N -3.994 7.059 1.067 0.407 -0.197 -0.984
N -3.652 -2.416 4.661 1.112 -1.919 0.070
N 6.575 0.176 6.090 -0.408 0.682 0.192
N 7.109 -3.376 -1.014 -0.509 -0.427 -0.810
N -0.358 -5.759 -0.213 1.983 -0.894 1.191
N 2.781 3.909 3.253 0.488 -0.148 0.508
N -0.462 0.660 -2.186 -0.402 1.771 -0.576
N -5.815 -4.416 -6.900 0.060 1.669 1.359
N 3.334 -4.878 4.712 -0.281 0.609 -1.657
N -0.197 7.033 -3.825 -0.311 -0.091 -1.738
N -5.848 1.355 -0.821 0.290 0.205 0.127
C 6.529 -1.583 -2.878 1.392 -0.790 2.009
C -0.415 8.089 -2.625 0.883 -0.700 -0.701
C -1.562 8.315 -5.606 0.106 0.420 0.516
C 1.983 5.033 2.554 -0.543 0.993 1.410
C -5.127 6.470 1.959 0.511 0.500 0.898
C -0.117 5.528 -3.424 0.565 1.129 1.653
C 1.683 -6.440 -1.612 0.402 -0.051 1.514
C 6.096 -2.878 -2.082 0.212 1.606 -0.646
C 1.305 1.358 -3.918 0.093 -0.925 0.760
C -1.451 -6.667 -0.938 -0.479 -1.133 2.187
C -0.329 -4.357 -0.823 -1.281 -0.627 -1.507
C -2.982 -8.764 -0.538 -1.153 1.347 0.263
C 1.076 5.865 3.585 1.043 -0.295 -0.297
C -6.376 2.790 -1.076 0.053 -1.290 0.950
C -0.366 8.639 -6.469 0.524 0.514 0.273
C -2.792 -3.613 5.103 -0.902 0.541 -0.412
C 1.911 6.416 4.745 1.097 -1.497 0.687
C 4.994 -5.623 2.731 -1.115 -0.144 1.332
C -5.226 7.034 3.390 0.755 0.325 1.458
C 3.941 3.401 2.355 -1.249 -1.673 -1.901
C 7.926 -0.970 -0.807 0.511 -1.182 0.460
C 10.298 -5.723 -1.477 -0.235 0.640 0.087
C -0.837 2.177 -1.922 0.489 -1.182 0.095
C 1.042 -6.492 -0.218 -0.893 1.083 -0.577
C -4.755 1.483 0.311 -1.310 -1.458 0.972
C 3.577 4.508 4.437 -1.959 -0.194 0.691
C -1.606 -8.168 -0.294 0.467 0.952 -1.034
C -0.769 -0.267 -0.977 0.014 2.186 0.342
C 7.386 -2.208 -0.019 -0.774 0.678 -2.356
C 6.139 -1.102 6.824 1.188 0.048 -0.702
C -6.871 -3.129 -4.834 -0.871 -0.032 0.333
C -2.259 2.785 3.704 -2.277 1.052 -3.995
C 1.832 2.750 3.699 1.098 0.838 -0.492
C 0.581 0.610 -5.029 1.065 0.696 -0.626
C -3.409 -1.227 5.625 -1.045 -1.144 0.023
C 0.591 9.103 -0.496 -0.568 -0.676 0.002
C -7.500 0.647 0.924 -0.658 0.649 0.625
C 1.041 7.474 -4.724 0.566 1.778 0.877
C -2.593 6.744 1.709 -1.731 -0.209 -0.533
C 6.979 -0.445 -1.888 -1.198 -0.694 -0.406
C -0.145 0.224 0.381 -0.079 0.210 -1.342
C -2.834 -3.218 -2.936 0.236 -1.683 -2.578
C -5.089 0.671 -4.680 -0.010 -0.502 1.482
C -7.055 -5.340 -6.922 1.150 1.252 0.190
C -4.050 6.351 -0.315 0.302 0.162 1.068
C -6.942 0.300 -0.422 1.621 0.742 0.066
C 2.665 5.190 5.471 -0.480 2.508 -0.623
C 0.320 -4.420 -2.229 0.373 0.446 1.535
C 2.500 -2.717 6.703 0.616 -0.506 -0.665
C -1.416 7.005 -4.801 -0.082 1.315 -0.784
C 8.001 0.054 5.522 -0.496 -1.028 0.018
C -0.908 0.657 -4.844 0.042 0.799 1.644
C 6.063 -6.657 2.373 0.343 0.191 0.323
C 3.128 4.664 -2.706 -2.120 3.174 4.955
C 4.464 -5.859 4.189 0.641 0.984 0.524
C 2.947 -5.192 6.160 0.490 0.223 -0.236
C 0.586 7.934 -1.489 0.570 -0.403 0.042
C 9.473 -4.583 -0.843 -0.802 -0.090 0.150
C -5.200 -3.388 0.375 0.460 1.858 1.381
C -5.131 0.879 -2.140 0.339 1.786 0.267
C 1.750 -4.980 -2.117 -1.162 -0.928 -1.616
C 4.450 2.113 0.074 1.070 1.515 -0.094
C 1.977 -4.185 6.821 0.980 1.279 -0.496
C -5.113 -2.927 4.772 0.654 1.564 -0.227
C -6.509 0.560 2.059 0.752 -0.491 -0.275
C -1.290 0.172 -3.403 0.850 -1.166 -1.360
C 3.798 -3.404 4.634 -0.785 0.449 1.057
C 2.747 -1.840 0.976 0.964 -3.340 -0.428
C -3.284 -4.296 -7.406 -0.027 -0.767 0.815
C 6.346 -4.498 -0.259 0.582 1.968 0.341
C 2.128 -5.099 3.795 -0.051 -0.280 0.304
C -3.280 -2.120 3.205 0.110 0.135 0.714
C 8.385 -3.927 -1.776 0.422 -0.500 1.007
C -4.719 -2.305 -8.026 0.435 -1.744 0.018
C -6.831 -2.923 -3.290 0.354 0.400 -0.584
C -2.022 -0.686 5.800 1.668 0.082 -0.512
C -4.527 -5.206 -7.199 -0.891 0.601 -1.861
C -0.735 -0.516 1.551 0.211 -0.288 0.094
C 6.590 1.356 7.103 -1.322 -1.596 -0.864
C 5.472 0.532 5.043 1.173 1.279 -0.820
C -0.589 -5.593 1.290 -1.854 -0.277 -0.675
C 5.584 -0.061 3.590 -0.575 0.852 0.660
C 3.422 2.735 1.013 -0.541 0.110 1.542
C -5.684 -3.877 -5.404 0.230 -0.982 -0.981
C -5.957 -3.216 -7.908 -0.126 -0.848 0.149
C -5.925 1.082 -3.454 0.214 0.123 0.203
C 2.802 -2.363 5.256 -0.323 -0.826 -0.866
C -5.331 1.491 1.814 -0.379 0.530 -1.597
C -3.754 4.117 -4.010 -0.471 1.505 2.772
C 1.029 0.664 -2.537 -0.669 1.060 -0.344
C -4.158 8.538 0.792 0.154 0.022 0.857
C -3.525 -3.196 -8.450 0.519 0.395 0.561
C 0.885 8.793 -5.580 -1.373 -1.640 -0.361
H -0.188 7.891 -7.241 -0.072 -0.190 0.022
H 3.904 -5.195 6.681 0.014 0.116 0.178
H 9.707 -6.620 -1.662 -0.054 0.143 -0.222
H -6.827 -2.632 -7.607 -0.135 -0.343 0.020
H -1.270 1.761 4.670 0.439 -0.643 0.555
H -0.281 -5.023 -2.910 -0.032 0.081 0.059
H -4.982 6.576 -0.835 0.067 0.104 0.213
H -5.420 -2.943 5.818 0.125 0.443 -0.023
H 4.419 2.585 2.897 0.406 0.504 0.494
H -4.796 5.436 2.057 -0.447 -0.193 0.058
H 7.331 1.118 7.865 -0.023 0.504 -0.161
H 5.877 -7.632 2.823 -0.264 -0.153 -0.504
H -6.566 3.286 -0.124 -0.173 -0.393 0.200
H -0.920 2.675 -2.887 -0.078 -0.201 0.120
H -5.948 -2.314 -3.098 0.012 0.070 0.507
H 1.880 -6.155 3.899 -0.134 0.044 0.075
H -0.014 -4.854 1.849 0.608 0.286 -1.063
H -0.226 8.903 0.197 -0.174 0.450 0.218
H 1.925 4.661 6.072 0.110 -0.895 -0.587
H 6.865 -1.338 7.603 -0.011 0.285 0.047
H -3.639 3.913 -5.556 0.156 -0.203 -2.494
H -0.599 9.570 -6.986 0.229 0.039 -0.108
H 6.216 -1.911 6.098 -0.164 0.042 -0.049
H -2.060 0.223 6.400 -0.469 -0.174 0.290
H 0.618 5.366 -2.635 0.094 0.611 0.305
H 1.529 1.245 -1.763 -0.025 -0.144 0.124
H 8.839 -3.162 -2.405 -0.306 0.414 0.454
H 5.138 -1.069 7.253 0.090 0.532 -0.240
H 1.865 7.699 -4.046 -0.143 -0.555 0.291
H -2.610 7.232 2.684 0.378 -0.126 -0.222
H 0.344 -3.414 -2.648 -0.158 0.022 0.021
H -5.595 -2.158 4.168 -0.888 -0.542 0.193
H -0.199 -0.151 2.426 -0.531 0.095 0.316
H -3.565 -3.634 -9.447 -1.060 -0.287 -0.056
H -6.786 -6.018 -6.112 -0.760 -0.336 -0.230
H 4.139 -3.143 3.632 -0.380 -0.308 -0.031
H 1.755 8.822 -6.236 0.230 0.146 0.352
H -4.556 1.319 2.561 0.381 0.240 -0.426
H -7.326 2.677 -1.598 0.391 0.451 -0.390
H -7.816 1.688 0.861 -0.558 0.077 0.120
H 0.778 1.106 -5.980 0.310 -0.039 -0.103
H 2.604 -6.227 6.181 -0.279 0.121 -0.065
H 0.981 -4.196 6.376 -0.120 -0.473 0.469
H 2.706 7.091 4.430 -0.018 0.036 -0.487
H 2.055 -5.000 -3.163 0.545 -0.120 0.000
H 8.132 -0.258 -0.008 -0.040 0.380 -0.255
H -4.671 -0.107 -2.070 -0.745 -0.490 0.522
H 2.441 -4.327 -1.584 -0.157 -0.196 0.424
H 1.832 -1.950 7.094 -0.186 -0.432 0.353
H -4.739 -4.173 -1.058 0.805 -1.108 -1.734
H -2.346 6.788 -4.274 0.263 -0.171 0.356
H -1.852 -0.144 -0.947 -0.051 -0.516 0.375
H -2.398 -6.162 -0.751 0.068 0.303 -0.188
H 1.605 7.782 -1.845 -0.075 0.021 -0.423
H -5.639 8.726 4.380 0.057 -0.377 0.166
H -6.808 -3.790 -2.629 0.360 -0.410 -0.573
H 2.406 2.061 4.318 0.330 -0.149 -0.347
H 5.569 1.284 7.478 0.183 0.379 0.644
H -4.821 -1.457 -8.703 -0.584 -0.236 -0.061
H 7.364 0.355 -2.520 0.415 0.049 0.408
H -2.534 5.658 1.775 -0.205 -0.055 0.472
H -6.194 -0.480 2.147 0.218 -0.253 -0.104
H 0.438 10.085 -0.943 0.273 -0.022 0.036
H -0.283 -1.081 6.584 -0.021 0.022 0.157
H -3.083 -4.430 4.443 0.218 0.046 -0.042
H 6.647 2.285 6.535 0.705 -0.115 0.313
H 8.343 0.991 5.082 -0.356 -0.142 0.005
H -1.288 -6.711 -2.015 0.355 0.276 0.290
H 4.572 4.232 2.038 0.091 0.048 0.697
H 8.897 -1.282 -1.192 0.149 0.318 -0.247
H 6.110 -0.039 -1.371 -0.239 0.054 -0.049
H 2.878 -0.440 1.588 -0.008 2.679 0.978
H -1.334 -8.148 0.761 0.154 -0.207 -0.129
H 2.897 3.599 0.606 -0.255 -0.624 -1.107
H -6.102 6.577 1.483 0.315 0.018 -0.502
H 0.944 0.202 0.393 0.081 -0.513 -0.297
H 6.242 -6.690 1.298 -0.414 -0.449 0.072
H 10.770 -5.355 -2.388 0.025 -0.307 -0.084
H 6.378 -1.918 0.278 -0.058 -0.282 0.598
H 5.177 1.430 0.513 -0.207 -0.196 0.539
H -7.917 -4.706 -6.712 0.141 -0.252 0.303
H -1.014 -0.881 -3.465 -0.682 -0.324 0.376
H -4.466 -6.063 -6.529 0.240 0.447 0.370
H 8.028 -0.780 4.821 -0.225 0.405 -0.345
H 5.878 -3.653 -2.817 0.356 -0.402 0.356
H 1.855 -2.237 4.730 -0.006 -0.384 -0.411
H 1.486 2.312 2.763 -0.307 -0.097 0.472
H 2.390 1.355 -4.027 0.030 -0.341 -0.165
H 5.385 -1.131 3.651 0.842 -0.160 -0.623
H -2.636 -2.596 -8.644 0.215 0.241 0.831
H 1.085 -0.356 -5.084 -0.638 -0.486 -0.113
H -2.935 -4.014 -6.413 -0.302 1.048 0.135
H -6.929 -2.165 -5.340 0.129 0.341 0.246
H -1.621 -5.244 1.320 -0.212 -0.279 0.515
H 4.131 3.715 4.941 0.053 -0.260 -0.409
H 2.745 1.949 1.348 -0.461 0.071 -0.300
H 5.445 -4.078 0.189 -0.256 0.537 -0.508
H -8.353 0.035 1.218 -0.165 0.001 -0.579
H 4.069 -5.694 2.158 0.449 -0.046 -0.755
H 4.117 1.638 -0.849 -0.733 0.133 0.349
H -1.108 5.303 -3.030 -0.046 -0.346 -0.307
H 4.274 5.214 3.985 -0.107 0.075 0.202
H 1.107 2.429 -3.947 -0.458 -0.041 0.492
H -0.442 -6.534 1.821 -0.352 -0.096 -0.316
H -4.017 9.057 1.740 -0.287 0.023 -0.084
H -3.126 -3.876 6.107 0.467 0.098 0.078
H 6.809 1.308 2.912 -0.077 0.223 -0.162
H -5.559 3.366 -1.512 -0.244 -0.186 -0.827
H -3.951 5.277 -0.161 0.025 0.103 -0.054
H 11.084 -5.998 -0.774 0.028 0.023 -0.099
H 1.172 -7.214 -2.185 -0.332 0.665 -0.766
H 3.428 -2.687 7.274 0.131 0.203 0.249
H 1.419 6.688 -5.377 -0.730 -0.435 0.324
H -4.177 0.568 0.188 0.332 0.139 -0.106
H 7.450 -1.808 -3.416 -0.202 -0.196 -0.478
H 4.512 0.595 5.554 -0.157 -1.322 -0.012
H -3.408 8.919 0.100 0.069 -0.476 -0.095
H -6.346 -0.610 -0.356 -0.255 -0.347 -0.276
H -7.680 0.290 -1.224 0.143 -0.083 0.065
H 1.012 3.067 4.344 0.045 0.582 -0.524
H -1.811 -0.341 1.573 0.075 0.152 0.377
H 3.307 5.614 6.242 0.275 0.084 -0.086
H -5.280 -3.942 4.409 0.519 0.313 -0.591
H 4.596 -3.268 5.364 0.634 -0.787 -0.316
H 0.805 9.716 -5.005 0.208 -0.155 0.206
H -1.539 -0.349 4.882 -0.623 -0.031 -0.545
H 1.270 -4.486 4.075 0.265 0.001 0.377
H -1.233 1.688 -4.984 0.014 0.248 0.064
H 3.255 -1.381 5.123 0.311 0.011 0.170
H -6.165 -3.792 -8.810 -0.078 0.563 -0.382
H 10.173 -3.868 -0.412 -0.121 0.439 -0.377
H -3.246 -2.485 -1.255 -1.213 -0.391 1.271
H 8.019 -4.642 -2.513 -0.317 -0.269 0.357
H -4.550 -1.904 -7.026 0.315 0.207 -0.015
H -4.823 -5.620 -8.163 0.379 -0.321 -0.255
H -1.735 -3.365 5.011 -0.242 -0.054 0.267
H -6.771 0.396 -3.414 -0.372 0.280 -0.083
H -4.259 1.532 -2.091 0.093 0.383 -0.577
H 0.632 6.737 3.103 0.095 -0.227 -0.618
H -1.230 6.216 -5.528 0.153 -0.254 0.348
H 1.329 7.026 5.436 -0.219 -0.413 0.104
H -4.116 -0.439 5.367 0.277 0.154 -0.408
H 5.274 -5.759 4.912 0.059 0.195 0.086
H -1.766 2.318 -1.370 -0.078 -0.498 -0.195
H 8.979 -4.995 0.037 -0.218 -0.131 0.030
H -3.406 -2.963 2.526 -0.865 -0.069 0.314
H 6.003 -5.287 -0.929 0.831 -0.243 0.208
H -3.070 -8.797 -1.624 -0.617 -0.382 0.111
H 6.940 -4.650 0.643 0.286 -1.158 -0.529
H -5.441 -4.797 -4.873 -0.071 0.162 0.333
H -6.965 0.807 3.018 -0.167 0.165 -0.086
H -5.151 8.738 0.392 0.052 -0.160 0.149
H -3.872 -1.262 2.887 0.154 -0.157 -0.207
H -7.275 -5.816 -7.877 0.723 -0.057 -0.016
H -1.440 8.095 -2.254 -0.188 -0.716 -0.326
H -2.204 -1.947 3.156 -0.108 0.541 0.357
H -0.020 2.608 -1.343 -0.041 -0.002 -0.097
H -0.576 -1.595 1.547 0.116 -0.207 -0.358
H -5.704 2.505 1.959 0.162 0.158 0.313
H -3.268 -9.694 -0.047 1.026 -0.431 -0.332
H 1.590 -5.947 0.551 0.337 0.128 -0.263
H -5.031 -0.401 -4.492 0.468 -0.344 -1.050
H -2.369 0.293 -3.304 0.258 -0.029 0.868
H -5.579 0.958 -5.611 0.061 -0.262 0.109
H 0.023 -3.556 -0.172 0.902 -0.666 0.302
H 2.299 -4.889 2.739 0.603 0.357 0.200
H 2.045 -4.351 7.896 -0.798 -0.655 -0.112
H -0.287 9.094 -3.027 0.137 -0.264 -0.569
H -6.243 2.104 -3.659 -0.168 0.061 0.684
H -1.694 9.150 -4.918 0.061 0.127 0.324
H -5.880 6.528 4.100 -0.239 -1.276 -0.895
H -4.261 6.933 3.888 0.412 -0.139 -0.156
H 1.331 -0.377 -2.424 0.268 -0.008 -0.563
H 5.033 2.969 -0.266 0.330 -0.037 -0.329
H -0.530 -1.307 -1.201 0.092 0.242 -0.344
H 5.524 1.604 4.853 0.927 0.336 0.112
H 2.678 -6.878 -1.528 0.241 0.135 0.195
H -3.195 6.728 -0.876 -0.150 -0.129 -0.065
H 4.808 0.365 2.955 -0.930 -0.187 0.671
H -4.186 2.398 0.144 0.034 -0.235 -0.282
H 0.232 5.286 3.960 0.075 -0.280 -0.057
H -2.407 -4.889 -7.667 -0.352 -0.528 -0.586
H -2.444 8.433 -6.236 -0.317 -0.996 0.206
H -3.771 -8.141 -0.117 -0.111 0.572 -0.392
H -1.392 -4.131 -0.900 -0.208 0.054 -0.334
H -7.733 -2.411 -2.954 0.045 0.381 -0.283
H 8.708 -0.265 6.288 -0.377 0.388 0.530
H 0.835 -7.489 0.170 0.040 -0.028 -0.283
H -4.088 1.098 -4.625 -0.014 0.112 -0.210
H -1.762 7.025 1.062 -0.389 0.634 -0.084
H 5.161 -2.638 -1.575 0.051 -0.119 0.385
H 0.405 7.039 -0.894 -0.186 -0.271 -0.193
H 0.259 4.822 -4.166 -0.565 0.756 -0.809
H -0.358 1.276 0.571 -0.405 0.137 -0.259
H -7.848 -3.558 -5.055 0.187 -0.502 -0.143
H 7.039 -6.382 2.771 -0.009 0.285 0.272
H -4.783 -3.263 -5.406 -0.027 -0.059 0.131
H 5.752 -1.331 -3.599 0.011 0.163 0.279
H -3.801 -1.607 6.569 0.275 -0.048 0.191
H 2.741 5.714 2.167 0.040 -0.056 -0.137
H 1.510 9.039 0.087 -0.007 0.371 -0.106
H -1.459 0.120 -5.616 -0.038 -0.536 0.443
H 5.407 -4.622 2.605 -0.203 0.073 0.106
H -1.034 -8.869 -0.903 1.120 0.269 0.588
H 8.041 -2.480 0.808 -0.119 -0.385 -0.256
H 4.113 -6.883 4.316 -0.438 0.136 -0.150
H 3.321 3.889 -3.747 1.090 -2.812 -5.546
H 1.402 4.645 1.717 0.107 -0.290 0.256
```
Positions in Å, forces in eV/Å.

Results of the Mulliken charge analysis, in e, for atoms 1 through 5: O -0.405; O -0.636; O -0.591; O -0.226; O -0.718